Run A
DFT (ωB97M-V/def2-TZVPD) results for a cluster of 2 separate species, CH2N3O3 in total.

Summary:
* E_LUMO: 0.1477 Ha
* HOMO-LUMO gap: 7.906 eV
* highest occupied orbital energy: -3.9 eV

```
! RIJCOSX wB97M-V def2-TZVPD def2/J DEFGRID3
* xyz -1 1
C -0.72 1.08 2.42
N 0.88 0.30 1.20
N -0.24 -0.18 0.34
N 2.03 -0.17 1.02
O -0.72 2.14 2.00
O 2.18 -0.97 0.04
O -0.93 0.27 3.21
H 0.34 -0.94 -0.05
H -0.32 0.45 -0.54
*
```


Run B
DFT (ωB97M-V/def2-TZVPD) results for a cluster of 2 separate species, CH2N3O3 in total.

Summary:
* E_LUMO (spin up / spin down): 0.1586 / 0.1616 Ha
* HOMO-LUMO gap (spin up / spin down): 8.186 / 8.310 eV
* highest occupied orbital energy (spin up / spin down): -3.9 / -3.9 eV

```
! RIJCOSX wB97M-V def2-TZVPD def2/J DEFGRID3
* xyz -1 1
C 1.09 -0.40 0.14
N -1.50 0.07 0.09
N -1.88 -0.92 -0.47
N 0.35 0.50 -0.66
O 1.90 0.20 0.85
O 0.69 1.82 -0.29
O 0.87 -1.61 0.00
H 1.34 1.59 0.57
H -2.86 -1.25 -0.22
*
```


Which one is most stable, and which one is least stable? run A is the most stable of them, while run B is the least stable.